No. 1
{"formula": "C5H18N2O3", "method": "ωB97M-V/def2-TZVPD", "species": ["C", "C", "N", "C", "C", "C", "N", "H", "H", "H", "H", "H", "H", "H", "H", "H", "H", "H", "H", "O", "H", "H", "O", "H", "H", "O", "H", "H"], "xyz": [[-1.20279, -0.76146, 1.97917], [-0.86714, 0.40133, 1.39676], [-0.29451, 1.45812, 2.15560], [-1.04580, 0.67644, -0.06659], [0.25736, 1.12610, -0.77841], [1.18992, -0.07967, -1.01459], [-0.15964, 1.76989, -2.06157], [-1.09690, -0.99916, 3.01141], [-1.62773, -1.58446, 1.40761], [-0.38766, 1.41939, 3.11275], [-0.39694, 2.37546, 1.74863], [-1.83343, 1.49030, -0.23646], [-1.45738, -0.23719, -0.60313], [0.74264, 1.92296, -0.17512], [0.73357, -0.82150, -1.68049], [2.12107, 0.25358, -1.47817], [1.43238, -0.53922, -0.06637], [-0.50000, 1.09252, -2.73064], [0.63474, 2.26369, -2.48248], [0.61116, -2.86053, 0.24602], [0.09992, -2.63068, -0.50605], [0.26579, -2.35285, 0.97294], [2.78841, 1.01092, 1.75631], [2.80796, 0.08066, 1.44309], [1.84974, 1.19249, 1.94550], [-1.24302, -2.00439, -2.25220], [-1.97538, -2.52487, -2.45250], [-1.44634, -1.13785, -2.59101]], "atomic_forces_ev_per_a": [[-0.16, -0.19, -1.01], [-0.10, -0.11, 1.03], [0.26, -0.39, -3.21], [-0.96, 0.29, -1.00], [-0.58, -0.05, -0.90], [0.02, 0.93, 0.06], [0.60, 0.51, 0.65], [0.19, 0.30, 0.76], [0.04, 0.37, -0.17], [-0.39, -0.10, 2.27], [-0.08, -0.02, 0.18], [1.07, -0.88, 0.41], [0.54, 0.95, 0.90], [-0.10, -0.59, -0.41], [0.01, 0.21, 0.26], [-0.01, 0.02, 0.04], [0.05, -0.32, 0.04], [0.15, -0.12, -0.04], [-0.43, -0.41, 0.12], [1.12, -1.04, 0.76], [-0.86, 0.43, -1.12], [-0.28, 0.39, 0.35], [-0.18, -0.76, -0.21], [-0.04, 0.94, 0.35], [0.19, -0.16, -0.08], [1.98, 0.90, 0.69], [-1.97, -1.51, -0.54], [-0.08, 0.43, -0.21]], "charge": 0, "lumo_ev": 0.347, "total_energy_ev": -14599.308, "orbital_gap_ev": 9.1, "e_above_lowest_kcal_mol": 14.0}

No. 2
{"formula": "C5H18N2O4", "method": "ωB97M-V/def2-TZVPD", "species": ["C", "C", "N", "C", "O", "N", "C", "C", "H", "H", "H", "H", "H", "H", "H", "H", "H", "H", "H", "H", "O", "H", "H", "O", "H", "H", "O", "H", "H"], "xyz": [[-2.06328, 1.14577, -1.21049], [-0.76255, 0.33515, -1.16009], [0.11132, 0.56162, -2.30206], [-0.07094, 0.65573, 0.16507], [-0.33168, 1.57546, 0.93475], [0.70626, -0.38006, 0.69076], [1.37517, -0.19710, 1.96482], [1.64594, -1.12154, -0.19415], [-1.96348, 2.21709, -1.07066], [-2.79336, 0.68202, -0.54111], [-2.58998, 0.99187, -2.15589], [-1.07708, -0.70342, -1.20700], [0.60493, 1.41329, -2.36001], [0.53277, -0.28475, -2.62174], [0.76525, -0.58193, 2.80571], [1.40583, 0.85715, 2.25458], [2.34421, -0.64872, 2.07539], [2.47366, -0.58637, -0.64966], [2.04306, -1.90904, 0.44773], [1.16469, -1.67526, -0.99738], [-0.85937, -2.96557, 0.09557], [-0.65972, -2.68932, 0.98427], [-1.44374, -3.72369, 0.27709], [-3.12376, 0.01628, 1.87065], [-2.26123, -0.34662, 1.72522], [-3.01153, 0.95244, 2.08679], [2.53738, 1.79921, -0.75321], [2.84805, 2.49757, -1.31482], [2.45319, 2.11274, 0.15985]], "atomic_forces_ev_per_a": [[-0.80, -0.74, -0.63], [-0.19, 1.56, -0.57], [-1.63, -0.94, -0.08], [-0.15, -1.24, 2.35], [-0.24, 0.20, -1.15], [2.08, -0.40, -1.55], [-1.54, 1.21, 1.84], [-0.70, -1.40, 0.02], [0.14, -0.01, 0.33], [0.29, 0.54, 0.59], [0.56, 0.04, -0.39], [0.37, -0.22, 0.38], [0.72, 0.46, 0.14], [0.63, 0.24, -0.20], [0.05, -0.25, -0.42], [0.37, 0.10, -0.38], [0.33, -0.13, -0.51], [-0.08, 0.65, 0.36], [0.19, -0.03, -0.21], [-0.44, 0.19, 0.04], [-0.69, -0.90, -0.06], [0.42, 0.58, 0.49], [0.22, 0.31, -0.48], [-1.05, 0.30, 0.30], [0.82, 0.00, -0.10], [0.28, -0.33, -0.16], [-0.25, -0.76, 0.56], [0.26, 0.72, -0.02], [0.07, 0.25, -0.49]], "charge": 0, "lumo_ev": 0.441, "total_energy_ev": -16646.610, "orbital_gap_ev": 9.0, "e_above_lowest_kcal_mol": 42.4}

No. 3
{"formula": "C5H18N3O2", "method": "ωB97M-V/def2-TZVPD", "species": ["C", "C", "C", "C", "N", "C", "N", "N", "H", "H", "H", "H", "H", "H", "H", "H", "H", "H", "H", "H", "H", "H", "H", "H", "O", "H", "H", "O"], "xyz": [[-2.23528, -2.04553, 0.72844], [-1.07786, -1.10486, 0.46766], [-0.26626, -0.66602, 1.72010], [1.07269, -0.03058, 1.39209], [3.05259, -0.08640, -0.74671], [2.02687, 0.82863, -0.60816], [1.07074, 0.86744, 0.23650], [-1.66157, 0.11594, -0.29853], [-2.91482, -1.59693, 1.44219], [-1.99417, -3.05541, 1.10573], [-2.82924, -2.31008, -0.14597], [-0.42664, -1.59029, -0.29395], [-0.83111, 0.15233, 2.14446], [-0.14724, -1.50066, 2.39521], [1.90946, -0.75543, 1.46836], [1.55401, 0.68719, 2.12849], [3.07916, -0.97857, -0.26996], [3.89307, 0.23386, -1.22118], [2.22820, 1.52886, -1.42839], [-1.08380, 0.32092, -1.13782], [-2.61772, 0.03973, -0.67498], [-1.57940, 0.97743, 0.27510], [1.63873, -0.43957, -3.59869], [0.78892, 0.64067, -3.98692], [1.36741, 0.42348, -3.23371], [-1.79925, 3.66239, 0.45643], [-0.65847, 2.92835, 0.99376], [-1.55904, 2.75311, 0.69043]], "atomic_forces_ev_per_a": [[-0.52, -0.78, 0.62], [0.24, -0.96, -1.37], [-0.73, 1.42, -1.31], [1.92, 0.79, -0.14], [-1.77, 1.14, 1.35], [4.67, -0.79, -2.56], [-1.69, -1.91, 1.36], [1.13, 0.37, -0.42], [-0.24, 0.07, 0.29], [0.54, 0.69, 0.14], [0.18, 0.49, -0.39], [-0.16, 0.32, 0.55], [-0.58, -0.19, 0.85], [-0.05, -0.04, 0.26], [-0.15, -0.06, -0.84], [-1.12, -0.41, 0.25], [0.10, -0.12, 0.07], [-0.19, -0.30, -0.44], [-0.92, 0.69, 0.74], [-0.28, -0.13, 0.63], [0.16, -0.37, 0.66], [-0.53, 0.19, -0.29], [0.41, 0.11, 0.60], [0.02, 0.77, 0.40], [-0.55, -0.97, -1.09], [-0.70, -0.24, -0.15], [0.07, -0.32, 0.18], [0.72, 0.53, 0.06]], "charge": 2, "lumo_ev": [-6.736, -11.711], "total_energy_ev": -14023.929, "s_squared": 0.774, "spin_multiplicity": 2, "orbital_gap_ev": [12.1, 7.1], "e_above_lowest_kcal_mol": 0.0}

No. 4
{"formula": "C5H18NO5", "method": "ωB97M-V/def2-TZVPD", "species": ["C", "C", "C", "C", "C", "O", "O", "N", "H", "H", "H", "H", "H", "H", "H", "H", "H", "H", "H", "H", "H", "H", "O", "H", "H", "O", "H", "H", "O"], "xyz": [[-1.09740, 2.71100, -1.05439], [-1.24202, 1.63966, 0.01256], [-0.55228, 0.33314, -0.43976], [-1.35689, -0.93575, 0.03917], [-0.45774, -1.97800, 0.52016], [-0.83554, -3.25975, 0.31097], [0.47582, -1.79638, 1.28323], [-0.31266, 2.08871, 1.16780], [-1.71529, 2.56279, -1.94221], [-0.09937, 2.86393, -1.47591], [-1.30617, 3.66397, -0.53478], [-2.25117, 1.56281, 0.41204], [0.42856, 0.15341, 0.02009], [-0.32797, 0.36143, -1.49789], [-2.05874, -0.71507, 0.84407], [-2.02666, -1.31130, -0.74618], [-0.15552, -3.76292, 0.78297], [0.65042, 2.25151, 0.89650], [-0.73697, 2.88750, 1.64330], [-0.21622, 1.32737, 1.91044], [2.16529, -0.93509, -3.28776], [0.96246, -1.77067, -3.14995], [1.52651, -1.19772, -2.59827], [2.37451, -2.40337, -1.34708], [2.54669, -1.93287, 0.19188], [2.95225, -2.34187, -0.57660], [1.09216, 0.33226, 3.59115], [0.86138, -0.66540, 2.33155], [0.71254, 0.26670, 2.69294]], "atomic_forces_ev_per_a": [[-0.28, 1.18, 0.36], [3.27, -0.02, -0.61], [-1.07, -1.32, 0.96], [-0.64, 1.08, -2.09], [-0.05, -2.51, 1.83], [0.20, 1.39, -0.55], [0.34, 0.03, -0.77], [-2.07, -0.34, 1.05], [-0.38, 0.03, 0.43], [0.24, -0.60, 0.42], [-0.41, -0.08, -0.75], [0.12, -0.15, -0.02], [-0.10, 0.80, 0.01], [-0.43, -0.31, -0.27], [0.28, 0.16, 0.35], [0.36, -0.07, 0.07], [-0.03, -0.44, 0.02], [0.02, 0.36, -0.40], [0.51, 0.26, -0.16], [0.21, 0.21, -0.43], [0.07, 0.17, 0.68], [-0.10, 0.16, 0.48], [-0.30, -0.32, -1.51], [-0.22, 0.59, 0.58], [-0.46, -0.08, -0.47], [0.94, -0.57, 0.22], [-0.30, -0.13, -0.67], [-0.40, 1.25, 0.37], [0.68, -0.73, 0.86]], "charge": 1, "lumo_ev": -2.898, "total_energy_ev": -17198.809, "orbital_gap_ev": 10.4, "e_above_lowest_kcal_mol": 8.8}